The following is a quantum chemistry calculation of C34H50AsGeN7S3V as an isolated structure in a non-equilibrium geometry, from OMol25.

Each line ends with the Mulliken charge.
Positions of all 97 atoms, in Å:
H: -2.77 -1.73 2.76  0.170
H: -2.12 -6.80 3.00  0.402
H: -4.38 -1.50 2.23  0.284
H: 1.85 1.17 0.27  -0.086
N: -1.99 0.62 2.24  -0.351
H: 2.18 5.32 4.29  0.311
H: -1.07 2.37 1.97  -0.061
N: 1.13 4.01 3.03  0.181
H: -1.30 -0.05 2.56  0.439
S: -4.27 0.89 0.93  -0.381
C: 1.51 -4.24 -0.52  -1.843
N: -0.48 -0.30 -1.24  1.241
C: -2.72 -4.32 0.76  -1.349
C: 2.05 1.54 -2.56  0.475
C: 3.65 -3.12 -0.92  -1.112
C: -1.03 -0.73 -4.85  -0.772
H: -4.20 5.40 -2.74  0.388
H: -2.39 -2.61 -1.79  0.216
H: -3.90 -2.72 -0.88  0.547
C: 3.41 3.73 3.43  -0.538
H: 0.47 -4.08 -0.26  -0.131
H: -3.60 -4.72 0.28  0.467
H: 6.19 -3.24 -1.68  0.376
H: 1.56 -2.77 2.30  0.238
H: 1.85 3.71 4.98  0.384
H: 0.10 -2.81 -1.84  0.159
H: 2.05 0.36 1.85  0.307
C: -0.26 -2.80 -3.94  -0.902
N: -3.51 -1.09 2.50  -0.349
C: -1.10 -4.43 2.50  -1.262
H: -1.98 5.36 0.20  0.243
H: 0.02 -3.84 -4.06  0.439
C: -2.75 -6.32 2.26  -1.680
N: 0.95 1.82 -2.21  -0.448
C: 2.12 4.25 4.06  -0.664
C: -0.66 -2.05 -5.04  -0.866
C: -1.08 4.26 -3.72  -1.254
C: 4.57 -2.09 -0.85  0.744
N: -1.42 1.61 1.39  -0.184
S: 1.01 3.66 0.36  -0.218
C: -0.20 4.51 3.19  -0.741
H: -0.69 -2.50 -6.02  0.383
Ge: -2.13 4.02 -2.04  0.675
C: -1.88 2.16 -1.48  -0.430
H: -1.03 5.31 -4.01  0.457
C: -1.54 5.46 -0.79  -1.321
H: 1.57 -4.72 -1.50  0.453
H: -1.51 3.69 -4.53  0.345
C: 2.86 -0.73 0.17  -0.068
V: -0.28 1.47 -0.92  -0.070
C: 2.53 0.56 0.88  -1.151
C: -0.20 -2.22 -2.69  -0.025
C: 4.16 -0.90 -0.25  -0.832
H: 3.73 3.52 1.30  0.329
H: 0.45 -1.61 3.03  0.175
H: 4.29 4.34 3.68  0.375
H: -0.08 3.90 -3.54  0.307
H: 3.97 -4.08 -1.32  0.379
C: -2.17 -5.01 1.83  0.607
H: -0.19 5.55 3.52  0.335
H: 0.72 -3.19 3.80  0.501
H: 1.93 -4.93 0.21  0.470
C: 2.33 -2.97 -0.50  1.215
H: -2.18 1.98 0.80  -0.058
S: 3.52 1.21 -3.03  -0.444
C: 5.97 -2.22 -1.36  -1.661
H: 6.69 -1.93 -0.60  0.360
N: 3.09 3.82 2.02  -0.102
C: -0.52 -3.26 2.05  0.879
H: 4.88 -0.11 -0.12  0.350
C: -2.86 -2.41 -0.82  -1.348
H: -2.77 1.57 -1.73  0.670
H: -1.37 -0.14 -5.69  0.442
C: 0.62 -2.68 2.84  -1.655
C: -2.16 -3.14 0.29  0.871
H: -1.29 0.88 -3.47  0.211
H: 3.44 1.13 1.05  0.316
H: -4.61 4.36 -1.39  0.384
C: -0.98 -2.65 0.87  0.633
H: -0.73 3.92 3.94  0.312
H: -0.71 -4.92 3.38  0.368
H: 3.61 2.69 3.73  0.251
C: 1.75 3.83 1.82  -0.033
H: -4.52 3.70 -3.02  0.398
C: -0.55 -0.88 -2.47  0.555
C: 1.89 -1.73 -0.03  0.517
H: -0.72 4.46 2.23  0.077
As: 0.05 -1.01 0.35  1.511
H: -2.81 -1.33 -0.67  -0.101
H: -0.46 5.47 -0.70  0.445
C: -4.07 4.41 -2.33  -1.331
C: -3.20 0.09 1.90  0.378
C: -0.99 -0.15 -3.60  -0.557
H: -2.84 -6.99 1.41  0.368
H: -3.74 -6.18 2.69  0.313
H: 6.10 -1.55 -2.22  0.287
H: -1.85 6.41 -1.20  0.468

The spin multiplicity is 2. Its charge is 0. Its HOMO-LUMO gap (alpha / beta) is 7.35 / 7.45 eV. The value obtained for the molar mass is 851.50 g/mol.